C28H18Br2N5Os | ωB97M-V/def2-TZVPD

Calculated values
Largest force on an atom = 0.0267 Eh/bohr
Multiplicity = 5
⟨S²⟩ = 6.069
Net charge = +3
Molecular weight = 774.5 g mol⁻¹
HOMO level (spin up / spin down) = -0.617 / -0.629 Eh
Kohn-Sham gap (spin up / spin down) = 7.39 / 5.60 eV
E = -6589.33558 Eh

Geometry as XYZ:
```
54
Properties=species:S:1:pos:R:3:forces:R:3
Os 0.044 0.044 -1.113 0.00 0.00 0.40
C -0.349 4.433 -1.087 -0.06 0.00 0.27
C -0.071 3.113 -1.452 0.00 0.18 -0.20
N -0.139 2.091 -0.601 0.06 0.16 -0.02
C -0.519 2.345 0.685 -0.14 0.18 0.71
C -0.879 3.644 1.123 0.09 -0.38 -0.36
C -0.767 4.702 0.197 0.02 -0.24 -0.18
C -1.291 3.832 2.464 0.07 -0.22 0.11
C -1.276 2.784 3.358 -0.12 0.22 -0.04
C -0.827 1.523 2.971 0.13 -0.01 -0.37
C -0.431 1.285 1.657 -0.49 0.66 0.29
N 0.167 0.167 1.183 -0.19 -0.19 -1.34
C 1.285 -0.431 1.657 0.66 -0.49 0.30
C 1.523 -0.827 2.971 -0.01 0.14 -0.38
C 2.784 -1.276 3.357 0.20 -0.12 -0.03
C 3.831 -1.291 2.464 -0.19 0.07 0.10
C 3.644 -0.878 1.123 -0.39 0.09 -0.36
C 4.702 -0.768 0.197 -0.24 0.03 -0.18
C 4.433 -0.349 -1.087 0.00 -0.06 0.26
C 3.113 -0.071 -1.452 0.19 0.00 -0.19
N 2.091 -0.139 -0.601 0.15 0.06 -0.01
C 2.345 -0.519 0.685 0.19 -0.13 0.71
H -0.241 5.227 -1.809 0.02 -0.04 -0.10
H 0.208 2.888 -2.476 0.02 -0.04 0.06
H -1.002 5.710 0.510 -0.02 0.07 -0.03
H -1.606 4.816 2.772 -0.02 0.11 0.09
H -1.597 2.931 4.377 -0.03 0.07 0.06
H -0.804 0.719 3.688 0.01 -0.06 0.11
H 0.720 -0.805 3.688 -0.06 0.01 0.11
H 2.932 -1.597 4.377 0.07 -0.03 0.06
H 4.817 -1.606 2.772 0.10 -0.02 0.08
H 5.710 -1.003 0.510 0.08 -0.02 -0.03
H 5.227 -0.241 -1.810 -0.04 0.02 -0.10
H 2.888 0.208 -2.477 -0.04 0.02 0.05
Br -6.570 -0.972 -1.803 0.99 0.13 0.10
C -4.713 -0.636 -1.672 -0.51 0.07 -0.04
C -4.223 0.672 -1.719 0.07 -0.32 0.00
C -2.863 0.878 -1.635 -0.50 0.54 -0.03
N -1.968 -0.114 -1.516 -0.17 -0.29 0.12
C -2.436 -1.396 -1.497 -0.66 -0.07 -0.10
C -3.797 -1.681 -1.551 0.39 0.17 0.03
C -1.396 -2.435 -1.497 -0.08 -0.66 -0.10
C -1.681 -3.796 -1.551 0.18 0.38 0.03
C -0.636 -4.713 -1.672 0.05 -0.51 -0.03
Br -0.973 -6.570 -1.803 0.13 0.99 0.10
C 0.671 -4.223 -1.719 -0.30 0.05 -0.02
C 0.877 -2.863 -1.636 0.54 -0.48 -0.01
N -0.115 -1.968 -1.515 -0.28 -0.17 0.11
H -4.898 1.505 -1.819 -0.01 0.15 -0.05
H -2.482 1.889 -1.691 0.07 -0.08 0.09
H -4.160 -2.695 -1.509 0.05 -0.04 -0.05
H -2.696 -4.160 -1.508 -0.04 0.06 -0.05
H 1.504 -4.899 -1.819 0.14 0.00 -0.05
H 1.889 -2.482 -1.691 -0.08 0.07 0.09
```
Forces are in eV/Å.

Mulliken population analysis, charges in e, atoms 1 to 4: number 1, Os, carries 0.625; number 2, C, carries -0.747; number 3, C, carries -0.137; number 4, N, carries -0.024



C28H19BrClCuN4O5 | ωB97M-V/def2-TZVPD

Calculated values
Largest force on an atom = 0.0052 Eh/bohr
Multiplicity = 2
⟨S²⟩ = 0.752
Net charge = -1
Molecular weight = 670.4 g mol⁻¹
HOMO level (spin up / spin down) = -0.181 / -0.179 Eh
Kohn-Sham gap (spin up / spin down) = 6.79 / 6.75 eV
Energy relative to the best compared isomer or geometry (same formula, charge and spin) = 0.020 eV
E = -6348.53001 Eh

Geometry as XYZ:
```
59
Properties=species:S:1:pos:R:3:forces:R:3
Cu 0.034 0.219 -0.737 0.25 -0.07 0.06
Cl -1.735 -6.013 2.555 0.00 0.00 0.00
C -1.113 -4.695 1.589 0.00 0.00 0.00
C -0.564 -4.967 0.324 0.00 -0.01 0.00
C -0.089 -3.950 -0.451 0.00 0.01 0.00
C -0.138 -2.581 -0.035 0.00 0.01 0.02
O 0.261 -1.694 -0.856 0.01 -0.06 -0.07
C -0.662 -2.341 1.278 0.00 0.00 -0.01
C -0.751 -1.043 1.865 -0.03 -0.02 -0.01
N -0.437 0.054 1.277 0.02 0.09 0.01
C -0.517 1.294 1.910 -0.01 0.01 -0.03
C -0.524 1.538 3.262 0.00 0.01 0.00
C -0.627 2.857 3.750 0.00 0.01 0.00
C -0.708 3.927 2.904 0.00 -0.01 0.01
C -0.666 3.719 1.504 -0.01 0.00 0.00
C -0.719 4.757 0.541 0.00 0.00 0.01
C -0.654 4.456 -0.787 0.00 0.00 -0.01
C -0.515 3.108 -1.186 0.00 0.01 0.03
N -0.470 2.139 -0.312 -0.05 0.09 0.02
C -0.555 2.408 1.018 0.00 -0.05 -0.01
C -1.148 -3.415 2.054 0.00 0.00 0.00
H -0.530 -5.991 -0.029 0.00 0.00 0.00
H 0.323 -4.140 -1.434 0.00 0.00 0.00
H -1.146 -1.013 2.886 0.00 -0.01 0.00
H -0.429 0.718 3.962 0.00 0.00 0.00
H -0.635 3.018 4.821 0.00 0.00 0.00
H -0.788 4.937 3.289 0.00 0.00 0.00
H -0.806 5.784 0.876 0.00 0.00 0.00
H -0.684 5.230 -1.541 0.00 0.00 0.00
H -0.422 2.815 -2.223 0.00 0.00 0.00
H -1.567 -3.208 3.032 0.00 0.00 0.00
C 5.037 -0.696 1.259 0.00 0.00 0.00
N 4.280 0.118 0.331 -0.01 0.01 0.00
C 4.881 1.030 -0.483 0.00 0.01 -0.01
C 4.169 1.804 -1.311 -0.01 -0.02 -0.03
C 2.714 1.645 -1.357 -0.02 0.06 0.06
O 2.026 2.349 -2.101 0.00 -0.03 -0.03
N 2.148 0.704 -0.537 -0.03 -0.05 0.03
C 2.876 -0.030 0.340 0.02 -0.03 -0.02
O 2.408 -0.823 1.152 -0.01 0.02 0.01
H 6.098 -0.506 1.104 0.00 0.00 0.00
H 4.826 -1.753 1.098 0.00 0.00 0.00
H 4.769 -0.462 2.290 0.00 0.00 0.00
H 5.961 1.085 -0.412 0.00 0.00 0.01
H 4.634 2.529 -1.961 0.00 0.00 0.00
Br -5.030 -2.835 1.936 0.00 -0.01 0.00
C -4.093 -2.113 0.444 0.01 0.04 0.01
C -3.816 -0.758 0.417 -0.02 -0.02 0.03
C -3.073 -0.249 -0.639 0.02 -0.02 -0.04
C -2.634 -1.073 -1.668 -0.05 0.07 0.00
C -2.966 -2.422 -1.636 -0.03 -0.04 0.01
C -3.678 -2.956 -0.572 0.02 -0.01 -0.03
C -1.807 -0.509 -2.818 0.07 -0.04 0.03
O -2.092 -0.870 -3.954 -0.01 0.00 0.00
O -0.885 0.321 -2.490 -0.14 0.02 -0.05
H -4.157 -0.115 1.219 0.00 0.00 0.00
H -2.815 0.803 -0.661 -0.01 0.00 0.01
H -2.638 -3.058 -2.448 0.01 0.01 0.00
H -3.892 -4.015 -0.522 0.00 0.00 0.00
```
Forces are in eV/Å.

Mulliken population analysis, charges in e, atoms 1 to 4: number 1, Cu, carries 0.117; number 2, Cl, carries -0.280; number 3, C, carries 0.206; number 4, C, carries -0.541



C28H19Cl5NPRuS5 | ωB97M-V/def2-TZVPD

Calculated values
Largest force on an atom = 0.0139 Eh/bohr
Net charge = +2
Molecular weight = 839.1 g mol⁻¹
HOMO level = -0.483 Eh
Kohn-Sham gap = 4.04 eV
Energy relative to the best compared isomer or geometry (same formula, charge and spin) = 4.442 eV
E = -5860.57897 Eh

Geometry as XYZ:
```
60
Properties=species:S:1:pos:R:3:forces:R:3
Ru 1.518 1.133 0.628 0.14 -0.69 0.13
Cl 3.251 -1.613 -1.415 0.04 0.04 0.03
C 4.131 -0.408 -0.530 -0.01 -0.11 -0.08
C 3.426 0.526 0.208 0.00 0.14 -0.22
C 4.208 1.424 0.895 -0.01 0.21 0.20
Cl 3.179 2.547 1.827 0.09 -0.04 -0.02
C 5.586 1.497 0.914 -0.08 -0.01 0.03
Cl 6.393 2.691 1.829 0.00 -0.01 -0.01
C 6.262 0.541 0.153 0.07 0.01 0.01
Cl 7.972 0.543 0.119 -0.06 0.00 0.00
C 5.531 -0.413 -0.563 -0.01 -0.07 -0.04
Cl 6.364 -1.591 -1.486 -0.03 0.02 0.02
N 0.942 2.594 -0.723 -0.31 0.31 -0.17
C -1.704 1.708 -0.216 0.27 -0.09 -0.07
C -2.501 2.634 -1.233 -0.23 0.06 0.18
C -3.707 2.003 -1.868 0.07 -0.02 -0.28
C -3.996 0.056 -0.272 0.07 -0.11 -0.07
C -2.757 -0.535 -0.198 -0.06 0.10 -0.09
C -1.628 0.271 -0.159 0.21 -0.09 0.19
P 0.084 -0.474 0.027 0.33 0.08 0.06
C -0.033 -2.056 -0.792 -0.13 0.01 -0.01
C 0.177 -2.128 -2.171 0.00 -0.01 -0.03
C 0.062 -3.346 -2.817 0.00 -0.02 0.00
C -0.252 -4.489 -2.091 0.00 0.00 0.01
C -0.452 -4.422 -0.718 0.01 0.00 -0.02
C -0.345 -3.205 -0.063 -0.03 0.00 0.01
C 0.413 -0.639 1.794 -0.53 -0.16 0.19
C -0.411 -0.117 2.819 -0.04 -0.10 0.03
C 0.018 -0.145 4.122 0.07 0.02 -0.03
C 1.281 -0.668 4.437 -0.03 0.01 0.03
C 2.098 -1.166 3.450 0.01 0.01 -0.03
C 1.672 -1.166 2.114 0.20 0.22 -0.05
H 0.605 2.283 -1.630 0.08 0.11 -0.05
H 1.375 3.514 -0.808 0.03 -0.03 -0.02
H -1.965 3.497 -1.606 0.12 -0.07 -0.02
H -4.416 2.814 -2.059 -0.02 0.00 0.07
H -4.885 -0.568 -0.302 -0.03 0.02 -0.03
H -2.659 -1.611 -0.146 0.01 -0.01 0.00
H 0.472 -1.249 -2.730 -0.01 0.02 0.01
H 0.238 -3.413 -3.882 0.00 0.01 -0.01
H -0.328 -5.442 -2.598 0.00 -0.01 0.00
H -0.682 -5.317 -0.158 0.00 0.00 0.01
H -0.487 -3.155 1.010 0.00 0.01 0.00
H -1.384 0.300 2.583 -0.01 -0.04 0.00
H -0.616 0.244 4.907 -0.01 0.00 0.02
H 1.608 -0.687 5.468 0.00 0.01 0.01
H 3.067 -1.579 3.694 0.01 0.00 0.00
H 2.290 -1.618 1.349 -0.03 -0.08 0.02
C -2.122 0.214 -3.435 0.11 0.00 -0.01
S -3.716 1.052 -3.381 -0.05 0.00 0.05
C -4.167 1.497 -0.391 -0.04 0.01 0.34
C -3.031 2.396 0.134 -0.11 0.03 -0.15
S -0.315 2.611 0.509 -0.04 0.24 -0.11
S -3.355 3.376 1.563 -0.04 -0.05 0.11
C -5.118 3.105 1.569 0.04 0.29 -0.43
S -6.081 3.900 2.558 -0.01 -0.15 0.17
S -5.738 2.104 0.244 0.02 -0.01 0.11
H -1.944 0.009 -4.490 -0.02 0.00 0.00
H -2.109 -0.730 -2.897 -0.03 -0.01 0.02
H -1.315 0.866 -3.095 -0.02 0.00 0.01
```
Forces are in eV/Å.

Mulliken population analysis, charges in e, atoms 1 to 4: number 1, Ru, carries -0.735; number 2, Cl, carries -0.148; number 3, C, carries 1.480; number 4, C, carries -1.456



C28H19N5O5S2Ti | ωB97M-V/def2-TZVPD

Calculated values
Largest force on an atom = 0.0354 Eh/bohr
Multiplicity = 2
⟨S²⟩ = 0.787
Net charge = -1
Molecular weight = 617.5 g mol⁻¹
HOMO level (spin up / spin down) = -0.166 / -0.202 Eh
Kohn-Sham gap (spin up / spin down) = 6.19 / 6.77 eV
E = -3374.52451 Eh

Geometry as XYZ:
```
60
Properties=species:S:1:pos:R:3:forces:R:3
Ti -0.136 0.141 0.004 0.07 -1.60 0.55
C 3.378 1.720 2.004 -0.16 -0.08 -0.04
C 1.977 1.312 1.678 0.51 -0.10 -0.67
N 1.613 0.861 0.494 1.15 0.99 0.81
N 2.539 0.704 -0.499 0.49 -0.02 -0.29
C 1.902 0.533 -1.635 -0.09 0.43 0.63
O 0.608 0.646 -1.685 0.92 0.37 -1.43
C 2.661 0.223 -2.855 0.04 -0.06 -0.36
C 1.968 -0.047 -4.034 -0.06 0.04 0.17
C 2.657 -0.368 -5.192 0.01 -0.01 -0.07
C 4.043 -0.420 -5.185 -0.06 0.00 0.01
C 4.737 -0.153 -4.011 0.07 0.00 -0.05
C 4.054 0.163 -2.850 -0.05 0.03 0.07
C 0.900 1.351 2.612 -0.60 0.03 0.37
C 1.018 1.872 3.910 0.21 -0.04 -0.25
C -0.074 1.867 4.743 -0.28 -0.10 -0.06
C -1.269 1.319 4.275 0.20 0.11 0.12
C -1.315 0.829 2.987 -0.25 -0.08 -0.05
N -0.278 0.849 2.149 0.72 0.14 0.34
H 4.034 1.371 1.211 0.04 0.04 0.03
H 3.460 2.808 2.079 0.03 0.00 0.01
H 3.694 1.289 2.954 0.02 0.01 0.01
H 0.887 -0.012 -4.019 0.01 -0.01 -0.02
H 2.104 -0.578 -6.099 0.03 -0.02 0.00
H 4.581 -0.674 -6.090 0.01 0.01 0.01
H 5.820 -0.193 -4.003 -0.01 -0.01 0.01
H 4.586 0.361 -1.930 -0.02 0.01 0.00
H 1.965 2.287 4.224 -0.02 0.00 0.03
H -0.017 2.288 5.737 0.04 -0.02 0.01
H -2.151 1.280 4.896 -0.02 0.01 -0.03
H -2.237 0.403 2.615 0.07 -0.05 -0.08
S 1.003 -2.110 0.939 0.08 0.12 0.33
C 0.296 -2.548 -0.527 -0.16 -0.54 -0.41
N -0.336 -1.663 -1.249 0.10 -0.42 -0.01
C -0.944 -2.191 -2.362 0.03 -0.18 -0.28
C -1.720 -1.494 -3.284 0.05 0.07 0.07
C -2.260 -2.180 -4.358 0.00 0.07 0.01
C -2.038 -3.546 -4.522 0.02 -0.08 -0.02
C -1.265 -4.252 -3.613 -0.02 -0.01 -0.05
C -0.722 -3.568 -2.537 0.06 0.06 0.12
S 0.266 -4.171 -1.229 -0.10 0.27 0.03
H -1.894 -0.435 -3.140 0.00 0.00 -0.02
H -2.868 -1.645 -5.076 -0.01 -0.01 0.01
H -2.477 -4.067 -5.363 0.01 0.02 0.00
H -1.097 -5.314 -3.738 0.00 0.01 0.00
O -3.107 5.932 1.568 -0.20 0.14 0.02
C -3.774 5.270 0.750 0.62 -0.26 -0.25
O -4.916 5.396 0.299 -0.10 -0.11 0.02
C -2.933 4.053 0.238 -0.16 0.17 0.37
C -1.596 4.230 -0.128 -0.08 -0.01 -0.05
C -0.792 3.137 -0.359 0.03 0.04 -0.12
N -1.244 1.884 -0.230 -0.82 0.53 0.05
C -2.539 1.702 0.074 -0.08 0.03 -0.02
C -3.410 2.746 0.302 -0.08 -0.02 -0.21
C -2.905 0.239 0.232 -0.60 0.41 0.00
O -4.054 -0.143 0.203 0.11 0.00 0.10
O -1.849 -0.496 0.419 -1.73 -0.36 0.46
H -1.191 5.231 -0.188 0.02 -0.01 0.07
H 0.253 3.240 -0.625 0.00 -0.02 -0.02
H -4.442 2.531 0.547 0.00 0.05 -0.01
```
Forces are in eV/Å.

Mulliken population analysis, charges in e, atoms 1 to 4: number 1, Ti, carries -0.907; number 2, C, carries -1.932; number 3, C, carries 0.461; number 4, N, carries 1.817